The following is a quantum chemistry calculation of C5H9NdO3 as an isolated structure at a distorted geometry, from OMol25.

Its net charge is +2. As for the HOMO energy (spin up / spin down): -0.6449 / -0.6459 Eh. The spin multiplicity is 4. The molecular weight comes out at 261.4 g/mol. As for the calculated total energy: -26731.6445 eV. The frontier orbital gap (spin up / spin down) is 0.23663 / 0.26947 Eh.

Element x y z (Å)
O -0.59 -1.33 -1.45
C -0.28 -0.41 -0.68
O 0.78 -0.57 0.04
C 0.76 -0.50 1.49
C -1.05 0.96 -0.68
H -1.05 1.40 0.33
C -0.46 1.93 -1.70
H 0.29 2.61 -1.27
H 0.04 1.38 -2.51
H -1.28 2.53 -2.12
C 1.64 -1.61 2.02
H -0.28 -0.63 1.82
H 1.12 0.48 1.80
H 1.13 -2.58 1.96
H 1.86 -1.40 3.07
H 2.58 -1.65 1.46
Nd -2.87 -1.12 -2.57
O -2.33 0.51 -0.99

The molecule's Mulliken atomic charges, reported in e, are given here:
1 O -0.6952
2 C 0.5807
3 O -0.2414
4 C -0.1584
5 C 0.3613
6 H 0.4229
7 C -1.2032
8 H 0.3385
9 H 0.2864
10 H 0.3478
11 C -1.2307
12 H 0.3646
13 H 0.3494
14 H 0.3171
15 H 0.3770
16 H 0.3269
17 Nd 2.2298
18 O -0.7736

The following is a quantum chemistry calculation of C2H3IN2 in the gas phase at a distorted geometry, from OMol25.

Its net charge is 0. As for the HOMO energy: -0.3550 Eh. The molecular weight comes out at 182.0 g/mol. As for the calculated total energy: -13200.6209 eV. The frontier orbital gap is 0.35174 Eh. Its SMILES is CC1(I)N=N1.

Element x y z (Å)
C 0.44 -0.27 0.00
C -0.75 0.55 0.01
N 0.38 -1.57 -0.59
N 0.48 -1.57 0.63
I 2.44 0.85 -0.04
H -0.38 1.62 -0.04
H -1.30 0.22 0.94
H -1.32 0.16 -0.91

The molecule's natural (NBO) atomic charges, reported in e, are given here:
1 C 0.1161
2 C -0.7051
3 N -0.0747
4 N -0.0654
5 I -0.0059
6 H 0.2585
7 H 0.2392
8 H 0.2373

The following is a quantum chemistry calculation of C4H8N2S in the gas phase at a distorted geometry, from OMol25.

Its net charge is 0. As for the HOMO energy (spin up / spin down): -0.2154 / -0.3376 Eh. The spin multiplicity is 3. The molecular weight comes out at 116.2 g/mol. As for the calculated total energy: -18089.3103 eV. The frontier orbital gap (spin up / spin down) is 0.24711 / 0.24447 Eh.

Element x y z (Å)
C 0.07 0.54 -0.36
C 0.96 1.70 -0.80
C -1.39 0.54 -0.72
C 0.02 -1.42 0.85
N 0.69 -0.25 0.40
N 2.29 1.63 -0.69
S 0.26 3.11 -1.37
H -1.50 -0.59 -0.98
H -1.68 1.33 -1.34
H -2.14 0.75 0.13
H -0.27 -1.92 -0.06
H -0.72 -1.35 1.64
H 0.80 -1.92 1.55
H 2.60 0.69 -0.53
H 2.83 2.35 -1.08

The molecule's natural (NBO) atomic charges, reported in e, are given here:
1 C 0.2077
2 C -0.1210
3 C -0.6977
4 C -0.4595
5 N -0.4792
6 N -0.7870
7 S 0.2351
8 H 0.2348
9 H 0.2331
10 H 0.2314
11 H 0.1917
12 H 0.1976
13 H 0.2022
14 H 0.4198
15 H 0.3911